Entry 1:
DFT (wB97M-V/def2-TZVPD) results for 6 unconnected molecules or ions with the total composition C8H28O8.

```
44
Properties=species:S:1:pos:R:3:lowdin_charge:R:1
O 6.67 7.46 10.19 -0.0900
C 7.25 6.46 9.35 -0.2456
C 6.20 5.80 8.55 -0.2900
O 5.30 5.14 9.39 -0.0658
H 7.39 7.84 10.76 0.0861
H 8.03 6.86 8.64 0.1252
H 7.81 5.68 9.87 0.1211
H 6.62 5.03 7.89 0.1260
H 5.63 6.55 7.82 0.1430
H 4.99 5.77 10.08 0.1020
O 8.69 9.17 6.66 -0.0873
C 7.74 10.03 5.98 -0.2325
C 6.53 9.27 5.47 -0.1867
O 5.94 8.46 6.56 -0.1065
H 8.14 8.43 6.96 0.0512
H 7.50 10.91 6.59 0.1075
H 8.37 10.40 5.12 0.1301
H 6.65 8.51 4.75 0.1003
H 5.74 9.93 5.04 0.1291
H 5.40 9.05 7.09 0.0519
C 7.41 4.84 15.20 -0.1667
O 7.21 5.83 14.22 -0.0900
H 6.56 4.24 15.40 0.0589
H 8.24 4.21 14.99 0.0591
H 7.75 5.28 16.22 0.1055
H 7.26 5.49 13.36 0.0447
C 7.63 10.54 15.20 -0.0967
O 7.84 9.27 14.51 -0.1293
H 8.57 11.02 15.37 0.0571
H 7.11 11.15 14.42 0.1024
H 7.12 10.40 16.14 0.0781
H 8.14 8.61 15.10 0.0526
C 9.86 9.34 11.34 -0.1503
O 8.61 8.88 11.78 -0.1393
H 10.34 8.63 10.65 0.0797
H 9.62 10.28 10.72 0.0994
H 10.57 9.66 12.10 0.0790
H 8.58 8.97 12.73 0.0367
C 5.64 10.51 9.40 -0.1706
O 4.90 9.31 9.30 -0.1473
H 5.46 10.85 10.44 0.0793
H 6.76 10.37 9.33 0.0913
H 5.36 11.33 8.79 0.0557
H 5.43 8.57 9.67 0.0417
```

Values from the calculation:
Multiplicity: 1
SMILES: OCCO.OCCO.CO.CO.CO.CO
HOMO (eV): -9.6335
Charge: 0
Gap between HOMO and LUMO (hartree): 0.3721



Entry 2:
DFT (wB97M-V/def2-TZVPD) results for a molecular structure, C36H59AuN6P.

```
103
Properties=species:S:1:pos:R:3:lowdin_charge:R:1
Au -0.01 -0.04 -0.25 1.1075
C -1.69 -0.62 3.75 0.0024
C -0.62 -0.29 4.58 0.0170
C 0.60 0.04 4.01 0.0389
C 0.73 0.00 2.63 -0.1926
N -0.31 -0.32 1.84 -0.0276
C -1.50 -0.62 2.39 -0.0862
C 1.96 0.40 1.92 -0.1857
C 3.19 0.44 2.56 0.0348
C 4.29 0.92 1.88 0.0197
C 4.13 1.37 0.59 0.0104
C 2.89 1.27 -0.01 -0.1052
N 1.82 0.77 0.62 0.0101
H -2.65 -0.88 4.16 0.1306
H -0.74 -0.25 5.65 0.1388
H 1.43 0.34 4.63 0.1304
H -2.30 -0.85 1.71 0.0960
H 3.28 0.10 3.58 0.1312
H 5.26 0.96 2.37 0.1399
H 4.96 1.79 0.03 0.1349
H 2.74 1.61 -1.01 0.0688
C -3.51 -0.11 -0.66 -0.0472
N -3.40 -1.51 -0.29 -0.1315
C -4.65 -2.06 0.27 -0.0028
C -2.28 -2.23 -0.38 -0.4364
N -1.05 -1.72 -0.58 -0.0224
N -2.37 -3.58 -0.26 -0.1437
C -1.27 -4.37 0.29 -0.0204
C -3.34 -4.34 -1.07 -0.0098
H -4.33 0.02 -1.38 0.1107
H -2.60 0.25 -1.11 0.0244
H -3.74 0.49 0.22 0.0928
H -5.06 -1.33 0.96 0.1048
H -4.45 -2.99 0.79 0.0976
H -5.38 -2.24 -0.52 0.1098
H -0.37 -2.46 -0.69 0.0453
H -0.66 -4.82 -0.49 0.1033
H -1.69 -5.18 0.89 0.1103
H -0.65 -3.76 0.94 0.0907
H -3.97 -3.66 -1.64 0.0910
H -3.97 -4.97 -0.44 0.1080
H -2.79 -4.97 -1.76 0.1059
C -2.85 -0.08 -5.76 -0.1719
C -2.46 1.32 -5.24 -0.1577
C -1.81 1.25 -3.85 -0.1844
C -0.97 -0.03 -3.76 -0.4037
C -1.90 -1.27 -3.73 -0.1777
C -3.15 -1.02 -4.60 -0.1727
P 0.42 0.04 -2.58 1.0726
C 1.38 -1.48 -2.91 -0.4007
C 2.33 -1.92 -1.77 -0.2105
C 3.52 -2.71 -2.32 -0.1821
C 4.39 -1.78 -3.16 -0.1658
C 3.57 -1.01 -4.23 -0.1612
C 2.10 -1.44 -4.29 -0.1673
C 1.39 1.56 -2.99 -0.3836
C 1.00 2.79 -2.14 -0.2380
C 2.03 3.92 -2.33 -0.1617
C 2.52 4.03 -3.79 -0.1664
C 1.50 3.42 -4.73 -0.1724
C 1.40 1.91 -4.51 -0.1678
H -2.04 -0.50 -6.36 0.1213
H -3.70 0.00 -6.43 0.1240
H -3.33 1.97 -5.20 0.1226
H -1.76 1.79 -5.95 0.1163
H -2.58 1.22 -3.08 0.0994
H -1.23 2.16 -3.67 0.0865
H -0.39 -0.11 -4.69 0.1015
H -2.20 -1.49 -2.71 0.0627
H -1.36 -2.14 -4.11 0.1186
H -3.95 -0.59 -3.99 0.1103
H -3.52 -1.97 -4.97 0.1218
H 0.59 -2.23 -2.98 0.1023
H 1.78 -2.52 -1.04 0.0953
H 2.74 -1.06 -1.24 0.0793
H 3.16 -3.56 -2.91 0.1261
H 4.10 -3.13 -1.50 0.1238
H 5.19 -2.35 -3.63 0.1210
H 4.88 -1.07 -2.49 0.1095
H 3.99 -1.20 -5.22 0.1258
H 3.67 0.06 -4.08 0.0886
H 2.05 -2.45 -4.69 0.1312
H 1.56 -0.82 -5.00 0.0987
H 2.41 1.26 -2.72 0.0898
H 0.92 2.55 -1.09 0.0471
H 0.01 3.14 -2.44 0.0980
H 2.88 3.76 -1.66 0.1050
H 1.58 4.86 -2.01 0.1225
H 3.48 3.52 -3.91 0.1208
H 2.70 5.08 -4.04 0.1227
H 1.78 3.60 -5.77 0.1299
H 0.52 3.90 -4.59 0.1205
H 2.27 1.43 -4.96 0.1098
H 0.53 1.53 -5.04 0.0860
C -3.43 4.71 -0.55 -0.0713
C -2.66 4.27 0.70 -0.1893
C -1.88 3.05 0.46 -0.1482
N -1.28 2.09 0.27 0.1371
H -4.01 5.59 -0.32 0.0922
H -4.10 3.93 -0.90 0.0787
H -2.74 4.96 -1.36 0.0809
H -3.34 4.08 1.53 0.1289
H -1.96 5.04 1.03 0.1311
```

Values from the calculation:
Multiplicity: 1
HOMO (eV): -17.2314
Charge: +3
Gap between HOMO and LUMO (hartree): 0.2777



Entry 3:
DFT (wB97M-V/def2-TZVPD) results for a gas-phase ion, C5H13N3 (charge +2).

```
21
Properties=species:S:1:pos:R:3:lowdin_charge:R:1
C 0.95 -1.98 -0.23 -0.0551
C 0.85 -0.63 0.38 -0.1877
C 1.84 0.44 -0.06 -0.1047
C 1.08 1.76 0.20 -0.0892
N -0.34 1.50 -0.22 0.1109
N -0.66 0.11 0.05 0.0254
C -1.73 -0.59 0.13 -0.1135
N -2.99 -0.19 0.04 0.2034
H 0.41 -2.81 0.15 0.0808
H 2.03 -2.34 -0.25 0.1441
H 0.75 -2.14 -1.26 0.0895
H 0.76 -0.84 1.48 0.1717
H 2.82 0.37 0.56 0.1904
H 2.19 0.45 -1.16 0.1662
H 1.54 2.70 -0.25 0.1752
H 1.12 2.02 1.30 0.1604
H -1.26 1.95 0.29 0.2741
H -0.54 1.76 -1.24 0.2404
H -1.77 -1.58 0.60 0.1984
H -3.79 -0.73 -0.23 0.1510
H -3.27 0.78 -0.28 0.1685
```

Values from the calculation:
Multiplicity: 1
SMILES: C[C@H]1CC[NH2+]/[N+]1=C\N
HOMO (eV): -19.8329
Charge: +2
Gap between HOMO and LUMO (hartree): 0.4327



Entry 4:
DFT (wB97M-V/def2-TZVPD) results for a single C18H23BN2O3 molecule.

```
47
Properties=species:S:1:pos:R:3:lowdin_charge:R:1
C 4.36 -0.71 3.24 -0.0390
C 4.54 -1.45 1.89 -0.5680
C 5.06 -2.87 2.21 -0.0752
C 5.55 -0.76 0.97 -0.0534
C 3.21 -1.46 1.17 -0.1885
C 2.44 -2.64 1.12 -0.0325
C 1.17 -2.70 0.51 -0.0270
C 0.62 -1.56 -0.09 -0.1905
N -0.60 -1.62 -0.84 0.1361
C -1.06 -0.57 -1.60 -0.4785
O -0.54 0.55 -1.52 0.0363
N -2.04 -0.79 -2.54 0.0636
C -2.56 0.26 -3.36 -0.1611
C -3.41 1.15 -2.49 -0.2066
C -2.90 2.37 -2.06 -0.0380
C -3.56 3.11 -1.15 -0.0429
C -4.73 2.64 -0.59 -0.1316
B -5.47 3.61 0.36 -0.5794
O -5.30 3.36 1.73 0.1558
O -6.08 4.75 -0.20 0.1345
C -5.27 1.44 -0.99 -0.0345
C -4.62 0.70 -1.96 -0.0223
C 1.39 -0.37 0.00 -0.0102
C 2.62 -0.31 0.59 -0.0180
H 5.31 -0.61 3.79 0.0858
H 3.61 -1.19 3.87 0.0873
H 3.98 0.30 3.02 0.0808
H 4.45 -3.35 2.96 0.0709
H 5.06 -3.50 1.31 0.0890
H 6.06 -2.89 2.63 0.0832
H 5.61 -1.31 0.03 0.0946
H 5.27 0.29 0.81 0.0752
H 6.53 -0.76 1.46 0.0877
H 2.83 -3.53 1.65 0.1030
H 0.60 -3.64 0.44 0.1037
H -0.98 -2.54 -0.94 0.1353
H -2.51 -1.70 -2.63 0.1514
H -3.15 -0.13 -4.21 0.1324
H -1.77 0.80 -3.84 0.1144
H -1.95 2.69 -2.46 0.1157
H -3.14 4.04 -0.77 0.1263
H -5.63 4.12 2.24 0.1105
H -5.95 4.86 -1.18 0.1317
H -6.12 1.09 -0.49 0.1013
H -5.04 -0.26 -2.27 0.1139
H 0.93 0.47 -0.45 0.0721
H 3.16 0.62 0.62 0.1044
```

Values from the calculation:
Multiplicity: 1
SMILES: CC(C)(C)c1ccc(NC(=O)NCc2ccc(B(O)O)cc2)cc1
HOMO (eV): -8.0057
Charge: 0
Gap between HOMO and LUMO (hartree): 0.3130



The LUMO results, record by record, are as follows: 0.49, -9.67, -8.06, 0.51 eV.
The energy relative to the best compared isomer or geometry (same formula, charge and spin) results, record by record, are as follows: 82.9, 6.5, 57.3, 0.0 kcal/mol.
The electronic energy results, record by record, are as follows: -25126.672, -60188.140, -9845.921, -28841.701 eV.